The following is a DFT calculation (wB97M-V/def2-TZVPD) of a 12-piece molecular cluster, H24O12 overall.

Summary:
HOMO-LUMO gap	0.402	Ha
SMILES	O.O.O.O.O.O.O.O.O.O.O.O
HOMO	-10.81	eV
F_max	3.397	eV/A
relative energy (zero: lowest compared OMol25 entry of this formula, charge and spin)	240.7	kJ/mol

```
! RIJCOSX wB97M-V def2-TZVPD def2/J DEFGRID3
* xyz 0 1
O 1.390 2.840 -0.191
H 1.607 2.361 -0.962
H 1.864 3.680 -0.342
O -0.387 -1.720 -2.524
H -0.575 -2.668 -2.550
H -0.208 -1.623 -3.439
O 1.864 -3.269 -1.942
H 1.059 -2.723 -1.930
H 1.943 -3.368 -2.897
O -1.662 -1.263 1.862
H -2.006 -0.640 1.246
H -1.777 -0.982 2.752
O -1.353 1.690 2.474
H -0.638 1.547 3.122
H -1.168 2.430 1.939
O 2.317 0.269 -1.420
H 1.774 0.228 -2.232
H 1.656 0.155 -0.748
O 1.009 -0.166 3.118
H 0.526 -0.989 3.375
H 1.376 -0.048 3.988
O 0.341 -2.281 0.225
H -0.041 -1.931 1.054
H 1.246 -2.102 0.345
O -0.349 0.120 -0.353
H -0.074 -0.801 -0.390
H -0.172 0.444 0.480
O -2.962 -2.338 -1.619
H -2.147 -1.894 -1.592
H -3.529 -1.766 -2.113
O 1.068 3.329 2.421
H 0.844 3.052 1.553
H 0.797 4.277 2.585
O -1.356 1.827 -2.051
H -1.068 2.757 -2.102
H -1.206 1.564 -1.146
*
```